The molecule C22H31N3O2. Source: the Open Molecules 2025 dataset; level of theory: ωB97M-V/def2-TZVPD.

The geometry in ORCA input format:
```
! RIJCOSX wB97M-V def2-TZVPD def2/J DEFGRID3
* xyz 0 1
H -2.553 -1.965 2.467
H -2.587 3.345 6.656
H 0.975 5.087 5.073
C 1.683 0.739 -1.564
C -1.491 -3.058 1.036
C 3.263 0.191 -5.986
H -2.351 1.449 5.127
C -2.127 -2.428 -0.214
C 0.867 -2.225 -1.597
H 2.614 2.255 -5.914
C -0.795 -0.555 -2.474
H 2.983 0.172 -7.038
C 3.063 1.456 -3.966
N -1.528 -2.604 -1.409
C 0.612 -1.153 -2.666
H -0.847 -0.031 -1.519
C -1.847 -1.665 -2.469
C 3.369 1.618 -5.449
C -0.544 2.175 4.216
C 0.247 4.288 5.084
C -0.759 -1.046 2.158
H 1.324 -0.759 -5.672
N -1.617 -2.106 2.119
H -0.308 -3.719 -2.632
C -0.258 -3.259 -1.638
H -0.930 5.172 6.641
O -3.149 -1.775 -0.084
H -2.839 -1.257 -2.272
H 4.348 2.061 -5.630
C 1.876 0.486 -3.958
H 1.830 -2.700 -1.786
H -1.995 -0.197 3.746
N 1.708 -0.190 -2.680
H 0.624 -1.657 -3.639
H 0.967 1.060 -4.228
H -0.426 -3.246 0.910
H 0.517 1.146 2.647
H -1.014 0.155 -3.273
H 0.995 1.582 -1.725
H 1.219 3.185 3.534
C -1.109 -0.021 3.155
C -0.350 1.073 3.294
H -1.857 -2.199 -3.424
H 4.226 -0.311 -5.888
C -1.752 3.310 5.971
H -0.099 -4.058 -0.914
H 1.390 0.221 -0.655
H 2.838 2.405 -3.483
H -2.012 -3.980 1.302
H 0.894 -1.775 -0.606
H 2.623 -1.412 -4.666
H 2.685 1.137 -1.411
C 2.213 -0.499 -5.097
C 0.384 3.220 4.219
C -0.821 4.337 5.964
H 3.908 0.987 -3.460
O 0.242 -0.995 1.460
C -1.617 2.240 5.109
*
```

Values from the calculation:
E_LUMO = 0.08 eV
Relative energy (zero: lowest compared OMol25 entry of this formula, charge and spin) = 1.144 eV
Gap between HOMO and LUMO = 8.2 eV
E = -1171.68645 Ha
SMILES string = CN(C1CCCC1)C1CCN(C(=O)CNC(=O)/C=C/c2ccccc2)CC1